Entry from OMol25: C6H5BrOS in the gas phase (ωB97M-V/def2-TZVPD).

CARTESIAN COORDINATES (ANGSTROEM)
C -1.17 -0.24 0.87
C 0.08 -0.81 1.29
C -1.23 0.59 -0.18
C 1.24 -0.39 0.75
C -0.03 0.72 -1.09
C 1.25 0.67 -0.22
O -0.43 -0.29 -2.13
S 2.43 1.85 0.07
Br -0.14 -2.03 -1.81
H -2.06 -0.48 1.44
H 0.07 -1.53 2.09
H -2.15 0.99 -0.55
H 2.19 -0.69 1.17
H -0.04 1.63 -1.70

- molar mass (g/mol) = 205.08
- SMILES = S=C1C=CC=C[C@@H]1OBr
- LUMO energy (alpha / beta) (Ha) = -0.05724 / -0.05724
- HOMO energy (alpha / beta) (eV) = -8.702 / -8.703
- Kohn-Sham gap (alpha / beta) (eV) = 7.145 / 7.145
- max |F| (eV/A) = 2.73
- charge = 0
- relative energy (zero: lowest compared OMol25 entry of this formula, charge and spin) (kJ/mol) = 357.3
- E (eV) = -89224.4101

Entry from OMol25: a molecular structure, C6H5Cl8N (ωB97M-V/def2-TZVPD).

CARTESIAN COORDINATES (ANGSTROEM)
C -1.37 -1.44 -0.53
Cl -1.35 -1.02 -2.30
Cl -2.04 -0.06 0.41
Cl -2.53 -2.79 -0.29
Cl 0.27 -1.81 0.01
C -0.16 -1.43 2.40
Cl -0.28 -0.79 4.02
Cl -1.68 -2.37 2.01
Cl 0.11 -0.13 1.27
Cl 1.13 -2.60 2.26
N -0.21 1.90 -1.05
C 0.03 0.72 -0.44
C 1.38 0.47 -0.53
C 1.91 1.54 -1.27
C 0.94 2.48 -1.48
H -1.10 2.37 -1.14
H -0.72 0.22 0.16
H 1.89 -0.42 -0.18
H 2.97 1.69 -1.46
H 0.81 3.48 -1.86

- molar mass (g/mol) = 374.74
- LUMO energy (Ha) = -0.00045
- HOMO energy (eV) = -7.713
- Kohn-Sham gap (eV) = 7.701
- max |F| (eV/A) = 17.75
- charge = 0
- relative energy (zero: lowest compared OMol25 entry of this formula, charge and spin) (kJ/mol) = 1550.2
- E (eV) = -107955.3803

Entry from OMol25: C6H5ClFNO2 in the gas phase (ωB97M-V/def2-TZVPD).

CARTESIAN COORDINATES (ANGSTROEM)
C 0.00 -0.80 0.68
C -0.61 -0.60 -0.49
C 1.12 0.06 1.12
C -0.39 0.46 -1.50
C 1.06 1.41 1.13
C 0.75 0.89 -2.16
N 2.08 0.52 -2.11
O 2.24 -0.47 -1.40
O 2.97 1.14 -2.73
F 0.62 2.09 -2.83
Cl 2.40 2.29 1.65
H -0.34 -1.62 1.30
H -1.50 -1.08 -0.75
H 2.03 -0.38 1.44
H -1.34 0.66 -2.01
H 0.16 1.91 0.89

- molar mass (g/mol) = 177.56
- LUMO energy (alpha / beta) (Ha) = 0.01081 / -0.12649
- ⟨S²⟩ = 2.023
- HOMO energy (alpha / beta) (eV) = -7.401 / -9.779
- spin multiplicity = 3
- Kohn-Sham gap (alpha / beta) (eV) = 7.695 / 6.337
- max |F| (eV/A) = 5.23
- charge = 0
- relative energy (zero: lowest compared OMol25 entry of this formula, charge and spin) (kJ/mol) = 38.2
- E (eV) = -27120.2124

Entry from OMol25: 2 unconnected molecules or ions with the total composition C6H5ClNO3P (ωB97M-V/def2-TZVPD).

CARTESIAN COORDINATES (ANGSTROEM)
C -1.65 1.40 -1.13
C -1.06 0.33 -1.85
C -1.49 1.59 0.28
C -0.27 -0.58 -1.08
C -0.76 0.66 1.00
C -0.28 -0.50 0.35
N 3.37 -0.05 0.76
O 4.20 0.03 -0.09
O 2.98 0.74 1.63
O 0.04 -2.20 2.48
P 0.61 -1.83 1.17
Cl 0.63 -3.40 -0.20
H -2.32 2.13 -1.68
H -1.23 0.14 -2.86
H -2.05 2.31 0.68
H -0.13 -1.64 -1.44
H -0.60 0.86 1.98

- molar mass (g/mol) = 205.54
- LUMO energy (alpha / beta) (Ha) = -0.06746 / -0.07858
- HOMO energy (alpha / beta) (eV) = -10.067 / -8.724
- Kohn-Sham gap (alpha / beta) (eV) = 8.231 / 6.586
- max |F| (eV/A) = 5.96
- charge = 0
- relative energy (zero: lowest compared OMol25 entry of this formula, charge and spin) (kJ/mol) = 175.4
- E (eV) = -35742.5035

Entry from OMol25: C6H5F in the gas phase (ωB97M-V/def2-TZVPD).

CARTESIAN COORDINATES (ANGSTROEM)
C -0.10 -1.56 0.09
C -1.15 -0.63 0.17
C 1.16 -1.13 -0.14
C 1.59 0.03 0.40
C -0.95 0.67 0.17
C -0.88 1.98 -0.03
F 2.56 0.77 -0.13
H -0.22 -2.68 -0.02
H -2.22 -1.07 0.45
H 2.00 -1.69 -0.53
H -0.50 2.77 0.56
H -1.29 2.57 -0.99

- molar mass (g/mol) = 96.10
- LUMO energy (alpha / beta) (Ha) = -0.02069 / -0.02064
- HOMO energy (alpha / beta) (eV) = -7.965 / -7.958
- Kohn-Sham gap (alpha / beta) (eV) = 7.402 / 7.396
- max |F| (eV/A) = 4.10
- charge = 0
- relative energy (zero: lowest compared OMol25 entry of this formula, charge and spin) (kJ/mol) = 556.0
- E (eV) = -9014.1246

Entry from OMol25: C6H5FINO2 in the gas phase (ωB97M-V/def2-TZVPD).

CARTESIAN COORDINATES (ANGSTROEM)
C 1.31 1.24 0.68
C 0.24 2.33 0.48
C 1.50 0.07 0.11
C -1.00 2.08 0.36
C 0.53 -0.57 -0.87
C -0.24 -1.67 -0.17
N -1.55 -1.92 -0.16
O -2.13 -2.79 0.52
O -2.21 -1.07 -0.91
F 0.45 -2.55 0.57
I -2.69 1.20 -0.10
H 1.86 1.67 1.40
H 0.78 3.25 0.62
H 2.25 -0.52 0.43
H -0.28 0.07 -1.28
H 1.18 -0.81 -1.68

- molar mass (g/mol) = 269.01
- LUMO energy (alpha / beta) (Ha) = -0.03152 / -0.07811
- HOMO energy (alpha / beta) (eV) = -8.579 / -7.575
- Kohn-Sham gap (alpha / beta) (eV) = 7.721 / 5.450
- max |F| (eV/A) = 3.89
- charge = 0
- relative energy (zero: lowest compared OMol25 entry of this formula, charge and spin) (kJ/mol) = 26.6
- E (eV) = -22696.7368

Look up the charge of the second one. 0

Which formula does entry 4 have? C6H5ClNO3P